No. 1
C6H19PSi2 | the ωB97M-V functional and the def2-TZVPD basis

Computed properties:
ΔE to the lowest compared entry with this formula, charge and spin, eV: 1.252
Highest occupied orbital energy, eV: -7.738
E_tot, eV: -31571.0804

Last column: natural (NBO) charge in e.
Atoms and positions in Å:
C: 0.567 -0.068 0.513  -1.41
C: 2.919 -1.804 0.336  -1.12
C: 2.669 2.228 0.180  -1.11
C: -2.105 0.664 -1.446  -0.98
C: -2.369 -1.762 0.175  -0.90
C: -2.383 0.862 1.387  -1.00
Si: 1.143 -1.749 -0.236  1.07
Si: 1.081 1.456 -0.454  1.11
P: -1.484 -0.092 0.097  1.39
H: 3.212 -2.827 0.720  0.24
H: 3.615 -1.572 -0.470  0.23
H: 2.987 -1.026 1.159  0.25
H: 3.531 1.593 0.029  0.23
H: 2.603 3.233 -0.352  0.24
H: 2.626 2.567 1.250  0.25
H: -1.814 1.733 -1.635  0.28
H: -1.677 0.084 -2.312  0.25
H: -3.142 0.527 -1.396  0.23
H: -2.080 -2.278 1.072  0.27
H: -3.366 -1.423 0.032  0.23
H: -2.002 -2.183 -0.793  0.25
H: -2.136 0.542 2.406  0.26
H: -1.982 1.903 1.630  0.28
H: -3.424 0.641 1.273  0.23
H: 0.764 -3.078 0.529  -0.18
H: 0.929 -2.179 -1.750  -0.19
H: 0.243 2.717 0.026  -0.20
H: 1.074 1.289 -1.970  -0.19


No. 2
C32H88N8O8 | the ωB97M-V functional and the def2-TZVPD basis

Computed properties:
ΔE to the lowest compared entry with this formula, charge and spin, eV: 1.937
Highest occupied orbital energy (spin up / spin down), eV: 0.753 / -6.957
Charge: -1
2S+1: 2
E_tot, eV: -62902.7495

Last column: Mulliken spin population.
Atoms and positions in Å:
C: 3.513 -4.427 -3.530  0.00
C: 2.220 -4.951 -2.880  -0.03
C: 1.113 -4.158 -3.365  0.10
O: -0.218 -4.474 -2.874  -0.14
C: -1.430 -3.760 -3.198  -0.09
N: 2.110 -6.368 -3.147  0.00
H: 3.359 -4.343 -4.606  0.00
H: 4.369 -5.090 -3.406  0.00
H: 3.914 -3.562 -3.002  -0.01
H: 2.227 -4.830 -1.797  0.01
H: 0.971 -4.310 -4.435  0.08
H: 1.336 -3.104 -3.201  -0.01
H: -1.590 -3.695 -4.274  0.01
H: -1.418 -2.694 -2.973  0.00
H: -2.294 -4.342 -2.878  0.12
H: 2.381 -6.670 -4.071  -0.01
H: 1.149 -6.677 -3.121  0.01
C: -3.700 1.634 5.944  0.20
C: -4.573 2.122 4.729  -0.17
C: -3.809 2.573 3.410  0.13
O: -4.707 3.373 2.687  -0.45
C: -4.168 3.784 1.461  0.49
N: -5.473 1.037 4.507  0.07
H: -3.065 0.760 5.800  0.03
H: -4.214 1.347 6.861  -0.02
H: -2.894 2.326 6.186  -0.05
H: -5.094 2.979 5.156  0.04
H: -3.604 1.679 2.821  0.04
H: -2.831 2.992 3.644  -0.08
H: -4.928 4.456 1.063  -0.08
H: -4.146 2.992 0.713  0.02
H: -3.220 4.321 1.508  0.20
H: -6.162 1.214 3.790  -0.01
H: -6.009 0.948 5.358  -0.03
C: 4.496 -0.492 -4.338  -0.01
C: 3.767 0.466 -3.550  0.01
C: 2.243 0.337 -3.925  -0.08
O: 1.520 1.438 -3.430  -0.15
C: 0.156 1.602 -3.789  0.43
N: 3.947 0.297 -2.130  -0.06
H: 4.080 -1.500 -4.345  0.03
H: 5.506 -0.601 -3.943  0.00
H: 4.490 -0.180 -5.382  -0.01
H: 4.109 1.457 -3.848  0.01
H: 1.837 -0.617 -3.588  0.04
H: 2.111 0.332 -5.007  -0.01
H: -0.271 2.185 -2.973  -0.04
H: -0.403 0.675 -3.912  0.04
H: 0.004 2.234 -4.665  0.01
H: 3.089 0.556 -1.665  0.02
H: 3.941 -0.674 -1.852  0.02
C: -5.360 -3.838 -5.176  0.15
C: -5.399 -3.272 -3.756  -0.03
C: -4.846 -1.818 -3.834  0.24
O: -3.463 -1.674 -4.117  -0.48
C: -3.194 -0.398 -4.618  0.35
N: -6.687 -3.312 -3.232  0.02
H: -5.332 -4.921 -5.056  -0.03
H: -4.516 -3.580 -5.816  -0.03
H: -6.257 -3.622 -5.757  0.01
H: -4.779 -3.871 -3.088  -0.14
H: -5.042 -1.319 -2.885  0.10
H: -5.412 -1.276 -4.591  0.13
H: -2.149 -0.125 -4.466  0.15
H: -3.530 0.365 -3.916  -0.12
H: -3.482 -0.261 -5.660  -0.04
H: -7.333 -3.265 -4.007  -0.03
H: -6.885 -4.264 -2.959  -0.05
C: 1.243 -2.654 5.565  0.15
C: -0.207 -3.097 5.615  0.20
C: -0.894 -3.468 4.209  0.24
O: -1.162 -2.321 3.378  -0.15
C: -2.263 -1.423 3.777  -0.05
N: -0.271 -4.258 6.501  -0.04
H: 1.404 -1.711 5.042  -0.02
H: 1.903 -3.299 4.986  0.02
H: 1.602 -2.413 6.566  -0.05
H: -0.724 -2.240 6.046  -0.06
H: -1.760 -4.115 4.349  -0.01
H: -0.174 -4.095 3.683  0.01
H: -2.421 -0.760 2.925  -0.04
H: -2.080 -0.822 4.668  0.12
H: -3.106 -2.082 3.982  -0.01
H: -0.111 -4.152 7.492  -0.01
H: 0.358 -4.932 6.089  -0.01
C: 1.884 7.508 2.189  0.03
C: 1.627 6.745 0.922  -0.09
C: 0.547 5.616 1.047  0.19
O: 0.387 4.999 -0.207  -0.29
C: -0.629 3.991 -0.364  -0.38
N: 1.188 7.801 0.013  0.01
H: 2.675 8.221 1.958  0.00
H: 2.378 6.938 2.976  0.00
H: 1.045 8.019 2.662  -0.02
H: 2.537 6.340 0.479  0.01
H: -0.397 5.879 1.523  0.06
H: 0.880 4.935 1.831  -0.01
H: -1.594 4.496 -0.321  0.21
H: -0.558 3.156 0.333  0.14
H: -0.463 3.556 -1.350  0.18
H: 0.191 7.934 0.112  -0.01
H: 1.299 7.509 -0.947  0.01
C: 0.938 -2.416 -0.334  0.11
C: 0.319 -1.046 -0.635  -0.59
C: -0.868 -0.653 0.168  -0.82
O: -1.465 0.590 -0.388  -0.30
C: -2.951 0.655 -0.455  1.04
N: 1.341 -0.052 -0.490  -0.05
H: 1.386 -2.385 0.659  0.11
H: 1.654 -2.580 -1.139  -0.02
H: 0.194 -3.208 -0.418  0.01
H: -0.014 -1.029 -1.672  0.13
H: -0.506 -0.490 1.183  -0.01
H: -1.554 -1.500 0.123  0.13
H: -3.238 1.549 -1.009  -0.03
H: -3.409 0.680 0.533  -0.05
H: -3.365 -0.208 -0.977  0.10
H: 0.744 0.758 -0.583  0.06
H: 1.507 -0.063 0.506  -0.02
C: 3.507 1.595 2.101  0.10
C: 5.058 1.862 2.278  0.02
C: 5.784 0.798 1.320  0.03
O: 7.236 0.933 1.366  -0.01
C: 7.846 0.863 2.601  0.01
N: 5.375 3.154 1.663  0.00
H: 2.915 2.023 2.910  -0.12
H: 3.212 0.545 2.082  0.07
H: 3.009 1.941 1.196  0.02
H: 5.347 1.815 3.328  -0.02
H: 5.433 0.946 0.299  0.00
H: 5.545 -0.225 1.608  -0.01
H: 7.137 0.566 3.374  0.00
H: 8.022 1.929 2.742  0.00
H: 8.732 0.229 2.637  0.00
H: 6.147 3.116 1.013  0.00
H: 4.576 3.355 1.080  -0.01


No. 3
C11H10MoN3O2SbSe4 | the ωB97M-V functional and the def2-TZVPD basis

Computed properties:
Highest occupied orbital energy (spin up / spin down), eV: -7.507 / -7.648
2S+1: 3
E_tot, eV: -289915.9104

Last column: natural (NBO) charge in e.
Atoms and positions in Å:
Mo: -0.377 0.909 -0.226  0.82
Se: 0.890 5.782 -0.345  -0.54
Sb: 1.804 3.640 -0.062  1.03
Se: 0.216 2.223 1.567  -0.17
Se: 0.953 1.970 -1.869  -0.30
Se: 4.003 3.017 0.527  -0.61
N: 0.898 -3.120 -0.514  -0.49
C: 0.108 -2.062 -0.725  0.27
N: 0.637 -0.950 -0.269  -0.54
C: 1.875 -1.306 0.290  0.16
C: 2.858 -0.512 0.875  -0.22
C: 3.996 -1.158 1.300  -0.19
C: 4.160 -2.549 1.154  -0.19
C: 3.194 -3.336 0.566  -0.24
C: 2.049 -2.673 0.132  0.08
H: 0.687 -4.063 -0.792  0.43
H: -0.857 -2.142 -1.198  0.22
H: 2.748 0.560 0.958  0.26
H: 4.789 -0.574 1.747  0.23
H: 5.073 -3.011 1.506  0.22
H: 3.325 -4.403 0.447  0.23
O: -2.990 2.946 -2.205  -0.51
C: -3.256 2.134 -1.375  0.70
C: -4.657 1.765 -0.877  -0.52
C: -4.459 0.647 0.152  -0.51
C: -2.965 0.501 0.205  0.69
O: -2.269 -0.275 0.875  -0.63
N: -2.333 1.341 -0.651  -0.70
H: -5.251 1.461 -1.737  0.24
H: -5.119 2.661 -0.466  0.25
H: -4.902 -0.305 -0.140  0.25
H: -4.829 0.882 1.149  0.25


No. 4
C41H34CrN5O6Se | the ωB97M-V functional and the def2-TZVPD basis

Computed properties:
ΔE to the lowest compared entry with this formula, charge and spin, eV: 0.686
Highest occupied orbital energy (spin up / spin down), eV: -1.479 / -1.552
Charge: -2
2S+1: 4
E_tot, eV: -156577.6364

Last column: Mulliken spin population.
Atoms and positions in Å:
Cr: -0.418 0.079 0.216  3.07
O: 1.519 -2.558 7.780  0.00
C: 1.021 -1.423 7.189  0.00
O: 0.798 -0.475 7.905  0.00
C: 0.805 -1.469 5.742  0.01
C: 1.107 -2.566 4.924  0.00
C: 0.874 -2.558 3.569  0.01
C: 0.298 -1.428 2.916  0.02
C: 0.037 -0.306 3.752  0.01
C: 0.273 -0.337 5.100  -0.01
N: 0.028 -1.408 1.598  -0.06
C: 0.091 -2.609 0.898  0.01
C: 0.385 -2.616 -0.406  0.00
C: 0.230 -3.768 -1.268  0.00
C: 0.130 -3.604 -2.595  0.00
C: 0.211 -2.267 -3.151  0.00
C: 0.544 -1.238 -2.370  -0.01
N: 0.828 -1.362 -0.978  0.01
H: 1.638 -3.230 7.101  0.00
H: 1.568 -3.467 5.324  0.00
H: 1.188 -3.409 2.983  0.00
H: -0.382 0.580 3.308  0.01
H: 0.039 0.529 5.708  0.00
H: -0.190 -3.535 1.391  0.00
H: 0.145 -4.743 -0.802  0.00
H: -0.020 -4.454 -3.249  0.00
H: -0.002 -2.088 -4.196  0.00
H: 0.637 -0.226 -2.728  0.01
N: -1.295 8.618 6.041  0.00
C: -1.190 7.666 5.404  0.00
C: -1.058 6.477 4.607  0.00
C: -0.208 5.451 5.019  0.00
C: -0.080 4.315 4.241  0.00
C: -0.796 4.183 3.052  0.00
C: -1.655 5.206 2.658  0.00
C: -1.783 6.351 3.423  0.00
C: -0.664 2.941 2.241  0.03
C: -1.805 2.146 2.128  0.00
C: -3.027 2.300 2.835  0.02
C: -3.778 1.178 2.569  -0.01
C: -2.996 0.378 1.709  0.04
N: -1.831 0.948 1.437  -0.10
C: 0.590 2.630 1.741  0.00
C: 1.768 3.432 1.846  0.01
C: 2.781 2.721 1.264  0.00
C: 2.204 1.505 0.808  0.04
N: 0.914 1.445 1.076  -0.08
H: 0.341 5.547 5.946  0.00
H: 0.572 3.509 4.553  0.00
H: -2.220 5.095 1.743  0.00
H: -2.442 7.150 3.110  0.00
H: -3.284 3.126 3.479  0.00
H: -4.761 0.938 2.940  0.00
H: -3.234 -0.582 1.282  0.00
H: 1.822 4.410 2.297  0.00
H: 3.815 3.007 1.155  0.00
H: 2.693 0.690 0.288  -0.01
C: -0.139 6.383 -5.492  0.00
C: -0.428 5.301 -4.484  0.00
C: -0.417 3.963 -4.841  0.00
C: -0.690 2.947 -3.924  0.00
C: -0.594 1.515 -4.369  0.00
C: -1.016 3.291 -2.614  0.01
C: -1.030 4.639 -2.232  0.00
C: -1.361 5.026 -0.817  0.00
C: -0.726 5.621 -3.164  0.00
C: -1.423 2.252 -1.575  0.00
O: -2.559 2.308 -1.126  0.01
O: -0.490 1.430 -1.243  -0.03
H: 0.245 5.959 -6.421  0.00
H: 0.601 7.090 -5.112  0.00
H: -1.041 6.952 -5.733  0.00
H: -0.178 3.688 -5.865  0.00
H: -0.803 1.434 -5.438  0.00
H: -1.265 0.858 -3.816  0.00
H: 0.422 1.150 -4.205  0.00
H: -0.698 4.514 -0.115  0.00
H: -2.380 4.722 -0.571  0.00
H: -1.251 6.103 -0.672  0.00
H: -0.729 6.662 -2.852  0.00
C: -4.075 -1.554 -1.223  0.00
C: -2.715 -0.935 -1.530  0.01
O: -2.498 -0.474 -2.639  0.01
O: -1.908 -0.979 -0.520  -0.03
H: -4.609 -1.767 -2.147  0.00
H: -4.651 -0.833 -0.639  0.00
H: -3.958 -2.460 -0.628  0.00
Se: 2.833 -1.411 -0.946  0.00


No. 5
C3H7N2OS | the ωB97M-V functional and the def2-TZVPD basis

Computed properties:
ΔE to the lowest compared entry with this formula, charge and spin, eV: 3.119
Highest occupied orbital energy (spin up / spin down), eV: -12.323 / -15.390
Charge: +1
2S+1: 3
E_tot, eV: -19073.7585

Last column: natural (NBO) charge in e.
Atoms and positions in Å:
C: 1.138 2.482 0.359  -0.29
C: 0.620 2.064 -0.789  -0.43
C: -0.530 -2.399 -0.197  -0.51
N: -0.386 -0.081 0.198  -0.45
N: -0.815 -1.272 0.576  0.13
O: -1.644 -1.339 1.480  -0.24
S: 0.754 0.277 -1.007  0.79
H: 1.215 3.589 0.557  0.27
H: 1.635 1.780 0.986  0.23
H: 0.059 2.595 -1.659  0.30
H: 0.449 -2.777 -0.046  0.23
H: -0.610 -2.323 -1.243  0.23
H: -1.144 -3.323 0.048  0.29
H: -0.741 0.726 0.737  0.46


No. 6
C5H7NO | the ωB97M-V functional and the def2-TZVPD basis

Computed properties:
ΔE to the lowest compared entry with this formula, charge and spin, eV: 0.698
Highest occupied orbital energy, eV: -9.208
E_tot, eV: -8835.5050

Last column: natural (NBO) charge in e.
Atoms and positions in Å:
O: 1.429 2.100 -0.201  -0.63
C: 0.768 1.099 -0.019  0.66
C: 1.539 -0.118 0.166  -0.52
C: 0.498 -1.259 -0.129  -0.18
C: -0.830 -1.187 -0.105  -0.21
C: -1.513 0.129 0.014  -0.25
N: -0.572 1.201 0.098  -0.60
H: 2.061 -0.049 1.132  0.25
H: 2.316 -0.192 -0.602  0.24
H: 0.991 -2.213 -0.248  0.20
H: -1.453 -2.075 -0.180  0.22
H: -2.157 0.134 0.902  0.20
H: -2.173 0.275 -0.852  0.20
H: -0.903 2.153 0.026  0.41


Number 1: maximum force 0.083 hartree/bohr. Number 2: maximum force 0.091 hartree/bohr. Number 3: maximum force 0.011 hartree/bohr. Number 4: maximum force 0.004 hartree/bohr. Number 5: maximum force 0.101 hartree/bohr. Number 6: maximum force 0.067 hartree/bohr.